(1)
{"formula": "C4H3AgO4", "method": "wB97M-V/def2-TZVPD", "homo_lumo_gap_ev": [8.2330, 7.5698], "total_charge": 2, "s_squared": 2.006, "multiplicity": 3, "homo_energy_ev": [-17.02, -20.48], "symbols": ["C", "C", "O", "O", "C", "H", "H", "H", "O", "Ag", "C", "O"], "coordinates": [[-0.53050, -2.48509, 0.75017], [1.63581, -0.71532, -0.39308], [-0.24141, -1.93864, 1.76411], [-0.21521, -2.26545, -0.49633], [0.46525, -1.10089, -0.90631], [2.22435, 0.02052, -0.94116], [2.10085, -1.21634, 0.45579], [0.05257, -0.73860, -1.84764], [-1.77625, 2.63408, 0.34732], [-3.41369, 3.74636, 0.63481], [-0.71647, 2.13088, 0.29545], [0.41471, 1.92849, 0.33686]], "atomic_forces_ev_per_a": [[-0.132, -0.855, 4.377], [2.965, 0.644, 1.310], [-0.258, -0.224, -1.828], [1.261, 3.460, -3.036], [-3.360, -3.451, -1.278], [-0.162, 0.116, 0.252], [-0.128, 0.096, -0.027], [0.074, -0.062, 0.118], [2.032, -2.536, -0.694], [-2.258, 1.556, 0.404], [0.345, 2.504, 0.833], [-0.377, -1.248, -0.430]], "mulliken_charge": [0.484, -0.349, -0.275, -0.146, 0.229, 0.310, 0.304, 0.424, -0.401, 1.080, 0.583, -0.243]}

(2)
{"formula": "C14H44CsN4O12S", "method": "wB97M-V/def2-TZVPD", "homo_lumo_gap_ev": 7.9942, "total_charge": -1, "homo_energy_ev": -6.76, "symbols": ["Cs", "S", "O", "O", "O", "O", "C", "O", "N", "N", "H", "H", "H", "H", "C", "O", "N", "N", "H", "H", "H", "H", "C", "C", "O", "H", "H", "H", "H", "H", "H", "C", "C", "O", "H", "H", "H", "H", "H", "H", "C", "C", "O", "H", "H", "H", "H", "H", "H", "C", "C", "O", "H", "H", "H", "H", "H", "H", "C", "C", "O", "H", "H", "H", "H", "H", "H", "C", "C", "O", "H", "H", "H", "H", "H", "H"], "coordinates": [[19.28305, -20.09810, 5.50338], [20.66117, -23.42715, 5.90054], [19.61925, -23.85763, 6.84540], [21.56041, -22.40907, 6.47462], [21.40818, -24.61340, 5.44195], [20.02326, -22.82592, 4.69549], [21.58082, -22.11914, 1.26088], [21.57005, -21.85047, 0.06713], [22.67810, -22.65480, 1.89088], [20.52651, -21.89706, 2.10077], [23.49595, -22.91026, 1.37456], [22.68485, -22.71185, 2.89542], [19.64266, -21.72626, 1.65347], [20.49659, -22.31777, 3.02508], [19.58854, -26.90035, 3.39932], [18.87343, -27.74253, 2.85886], [20.49995, -26.15343, 2.68519], [19.53453, -26.60484, 4.72080], [20.84835, -25.31611, 3.12485], [20.44581, -26.25260, 1.69046], [18.77577, -26.99604, 5.24872], [20.12909, -25.86428, 5.09002], [20.15552, -20.84422, 10.26399], [19.61453, -22.17984, 9.79526], [18.80760, -21.98604, 8.64244], [20.83459, -20.44093, 9.51464], [20.67804, -20.97102, 11.21360], [19.33133, -20.14233, 10.42186], [19.07283, -22.71819, 10.57931], [20.46503, -22.81096, 9.51104], [18.99850, -22.69523, 8.00146], [24.53586, -20.16052, 3.48521], [24.17853, -20.95530, 4.72533], [22.98112, -20.44187, 5.27995], [24.74210, -19.12806, 3.78502], [23.73590, -20.08695, 2.74766], [25.43252, -20.57035, 3.01714], [25.05656, -20.86605, 5.38288], [24.05566, -22.03185, 4.55730], [22.56813, -21.15544, 5.79891], [25.19117, -23.60118, 9.53929], [24.39403, -23.10248, 8.34969], [23.03022, -22.98051, 8.70671], [25.05130, -22.96832, 10.41691], [26.24602, -23.65722, 9.27060], [24.81980, -24.59688, 9.78833], [24.50730, -23.83011, 7.53268], [24.80014, -22.16103, 7.94797], [22.53925, -22.81886, 7.87737], [15.28056, -25.66975, 6.52258], [16.42113, -24.72726, 6.85296], [17.52915, -25.50736, 7.28452], [15.63021, -26.60164, 6.08130], [14.54419, -25.26440, 5.81763], [14.66419, -25.91991, 7.39352], [16.18036, -24.02040, 7.65456], [16.63834, -24.14113, 5.95030], [18.32810, -24.96063, 7.15134], [15.71612, -24.27338, 2.93538], [17.22072, -24.31101, 3.10016], [17.66064, -22.95594, 3.27117], [15.45177, -23.68528, 2.05380], [15.26136, -23.83490, 3.82337], [15.28658, -25.26145, 2.74856], [17.69058, -24.70828, 2.19578], [17.53636, -24.91767, 3.94772], [18.41844, -22.94196, 3.87849], [24.64575, -26.99617, 3.99779], [24.32091, -25.54033, 3.70899], [24.09940, -24.83767, 4.93057], [23.79896, -27.53668, 4.41544], [25.46621, -27.02193, 4.71518], [24.98731, -27.48582, 3.07945], [23.44058, -25.39875, 3.07630], [25.18206, -25.09262, 3.20258], [23.14108, -24.75753, 5.08688]], "atomic_forces_ev_per_a": [[0.338, -0.430, 0.140], [0.188, -1.114, -1.046], [0.095, 0.569, 0.265], [-0.161, 0.237, 0.468], [0.296, 0.208, 0.168], [-0.491, 0.564, 0.040], [0.330, -0.014, -0.140], [-0.057, -0.122, 0.068], [-0.403, -0.004, 0.316], [-0.046, 0.309, -0.035], [-0.006, 0.154, -0.127], [0.169, -0.157, -0.018], [-0.008, -0.093, -0.048], [-0.023, -0.112, -0.111], [-0.497, -0.017, -0.205], [0.175, 0.062, 0.041], [0.015, -0.281, 0.518], [0.159, 0.009, -0.218], [0.110, 0.103, -0.289], [0.044, 0.218, -0.081], [0.060, 0.050, 0.132], [-0.183, -0.303, 0.196], [-0.415, -0.150, 0.213], [0.698, -0.265, -0.589], [-0.420, 0.405, -0.035], [0.082, 0.034, 0.040], [0.130, 0.083, -0.062], [0.045, 0.025, -0.012], [-0.197, 0.199, 0.030], [-0.031, -0.016, 0.159], [0.145, -0.114, 0.092], [-0.087, 0.314, -0.034], [0.129, -0.116, -0.299], [0.087, 0.255, 0.210], [0.142, -0.067, 0.027], [-0.059, -0.370, 0.033], [-0.024, 0.028, -0.054], [-0.338, 0.033, 0.391], [0.092, 0.047, -0.274], [-0.062, -0.044, -0.053], [-0.361, -0.018, -0.171], [0.098, -0.278, -0.365], [0.222, 0.162, -0.069], [0.087, 0.103, -0.060], [0.059, -0.034, 0.141], [0.155, -0.026, 0.084], [-0.047, 0.031, 0.049], [-0.070, 0.097, 0.270], [-0.123, -0.045, 0.284], [-1.106, -0.073, 0.197], [0.153, -0.287, -0.068], [-0.019, 0.198, -0.351], [0.273, 0.045, 0.044], [0.330, 0.282, -0.040], [0.358, -0.135, 0.122], [-0.337, 0.054, -0.117], [0.338, -0.027, 0.096], [-0.086, -0.253, 0.072], [-0.062, -0.259, -0.235], [0.051, 0.502, -0.313], [-0.151, 0.196, 0.164], [0.055, 0.236, 0.138], [-0.119, 0.008, -0.044], [0.164, -0.069, 0.250], [0.006, -0.184, 0.070], [-0.057, -0.094, 0.048], [0.145, -0.339, -0.058], [0.119, 0.096, -0.378], [-0.221, 0.180, 0.690], [0.345, 0.199, -0.302], [-0.076, 0.017, -0.031], [-0.004, -0.040, 0.052], [-0.122, -0.116, 0.081], [0.070, -0.317, -0.215], [-0.042, 0.148, 0.024], [-0.045, -0.076, 0.123]], "mulliken_charge": [1.056, 0.598, -0.866, -0.450, -1.213, -0.668, 0.530, -0.739, -0.076, -0.125, 0.165, -0.131, 0.248, 0.136, 0.478, -0.744, -0.204, -0.108, 0.109, 0.221, 0.193, 0.092, -1.111, 0.194, -0.566, 0.190, 0.342, 0.310, 0.302, 0.081, 0.385, -1.460, 0.739, -0.507, 0.392, 0.294, 0.351, 0.192, -0.254, 0.289, -1.469, 0.456, -0.439, 0.334, 0.393, 0.326, 0.013, 0.123, 0.283, -1.328, 0.373, -0.598, 0.303, 0.324, 0.350, 0.294, -0.084, 0.585, -1.392, 0.377, -0.601, 0.377, 0.234, 0.342, 0.318, -0.011, 0.385, -1.292, 0.061, -0.454, 0.271, 0.268, 0.422, 0.125, 0.288, 0.375]}

(3)
{"formula": "C3HF2NO", "method": "wB97M-V/def2-TZVPD", "homo_lumo_gap_ev": 10.2736, "total_charge": 0, "homo_energy_ev": -10.55, "symbols": ["C", "C", "C", "N", "O", "F", "F", "H"], "coordinates": [[-3.16974, -0.39609, 0.25644], [-1.63970, -0.02484, 0.09295], [0.12074, -0.67476, 0.63777], [-4.24020, -0.66942, 0.51317], [-1.50869, 1.05696, -0.36444], [0.73481, -0.94104, -0.48035], [-0.07942, -1.74998, 1.43064], [0.40829, 0.36804, 1.04276]], "atomic_forces_ev_per_a": [[4.174, -0.472, 0.082], [0.176, -0.289, 0.698], [-4.766, 1.804, 0.077], [-1.830, -0.316, 0.251], [0.526, 0.821, -0.537], [0.487, -0.568, -0.006], [1.156, 1.199, -0.612], [0.077, -2.179, 0.048]], "mulliken_charge": [0.155, 0.202, 0.393, -0.285, -0.352, -0.181, -0.202, 0.270]}

(4)
{"formula": "C2H7OS2", "method": "wB97M-V/def2-TZVPD", "homo_lumo_gap_ev": 5.8496, "total_charge": -1, "homo_energy_ev": -2.28, "symbols": ["C", "O", "H", "H", "H", "C", "S", "S", "H", "H", "H", "H"], "coordinates": [[-2.57873, 0.93508, -2.16691], [-3.13112, 1.70003, -2.91388], [-1.71426, 0.31871, -2.47482], [5.30493, -3.78861, 1.91868], [-2.94349, 0.77236, -1.14249], [-0.01482, 0.12366, 1.06022], [0.58565, 1.59067, 0.19771], [-1.13184, 2.70901, -0.00126], [-0.75509, 0.42598, 1.80055], [0.81619, -0.36070, 1.57070], [-0.45867, -0.64341, 0.42488], [6.02124, -3.78279, 1.72661]], "atomic_forces_ev_per_a": [[-0.196, 0.094, 0.432], [-0.069, -0.062, -0.416], [0.125, 0.169, -0.001], [0.011, 0.005, -0.005], [0.062, -0.070, -0.014], [0.005, -0.274, 0.260], [0.060, -0.103, -0.010], [-0.067, -0.009, -0.111], [0.012, 0.059, 0.026], [0.229, 0.032, 0.133], [-0.161, 0.163, -0.297], [-0.011, -0.004, 0.005]], "mulliken_charge": [-0.043, -0.470, 0.201, -0.004, 0.225, -0.832, -0.189, -0.664, 0.254, 0.288, 0.230, 0.005]}

| no. | E (a.u.) |
| --- | --- |
| 1 | -601.2806 |
| 2 | -2100.3109 |
| 3 | -444.5333 |
| 4 | -951.9972 |